The following is a quantum chemistry calculation of a molecular structure, C5H7F6O2P at a distorted geometry, from the Open Molecules 2025 dataset.

```
! wB97M-V def2-TZVPD RIJCOSX def2/J DEFGRID3
* xyz 0 1
C 0.2218 1.5541 -1.8304
C -0.7527 -1.1525 -1.6604
C 0.1642 0.2539 0.9075
C 1.6001 -0.2699 0.8327
C -0.6986 -1.0586 2.0698
O -2.0296 0.9872 -0.3856
O 0.2913 1.3310 1.7427
F 1.6725 -1.2502 -0.1185
F 2.1027 -0.7280 1.9492
F 2.3373 0.7863 0.4885
F -0.6630 -2.2293 1.4493
F -0.0580 -1.0935 3.2285
F -1.9767 -0.6895 2.1783
P -0.7363 0.4331 -0.7495
H -0.4972 2.1263 -2.5248
H 0.9343 2.3051 -1.3124
H 0.9686 1.1354 -2.5123
H 0.2594 -1.2664 -2.0184
H -1.1868 -1.9685 -1.1768
H -1.3482 -0.7998 -2.5572
H -0.6052 1.5937 1.9998
*
```

Energy   -34987.143 eV
E_LUMO   0.025 hartree
Orbital gap   0.402 Eh
E_HOMO   -10.24 eV